1.
67
Properties=species:S:1:pos:R:3:mulliken_spin:R:1 method="wB97M-V/def2-TZVPD" multiplicity=3 s_squared=2.03 total_charge=0 homo_energy_ev="-4.93 / -7.21" homo_lumo_gap_ev="5.122 / 7.409" total_energy_ha=-3279.9924
Ti -2.114 -0.265 -0.092 0.989
C -4.570 3.356 0.054 0.080
C -4.704 3.549 1.432 0.019
C -4.266 2.578 2.297 0.030
C -3.685 1.409 1.783 -0.012
N -3.559 1.227 0.446 0.075
C -3.994 2.188 -0.383 -0.010
C -3.120 0.350 2.601 0.295
C -3.324 0.146 3.959 -0.107
C -2.725 -0.927 4.591 0.226
C -1.892 -1.808 3.844 -0.043
C -1.708 -1.578 2.519 0.129
N -2.317 -0.523 1.889 0.158
C -0.870 -2.381 1.591 -0.008
C -0.043 -3.415 1.992 0.009
C 0.700 -4.094 1.043 0.013
C 0.591 -3.735 -0.288 0.015
C -0.240 -2.685 -0.614 0.028
N -0.951 -2.015 0.298 -0.032
H -4.897 4.099 -0.659 0.005
H -5.138 4.463 1.816 0.002
H -4.337 2.714 3.367 0.006
H -3.864 1.987 -1.440 0.005
H -3.970 0.813 4.517 -0.006
H -2.896 -1.105 5.643 0.020
H -1.426 -2.656 4.328 -0.008
H 0.022 -3.676 3.039 0.001
H 1.365 -4.894 1.344 0.001
H 1.148 -4.242 -1.063 0.001
H -0.352 -2.355 -1.639 0.002
N -4.063 -3.173 -2.847 -0.002
C -3.530 -2.101 -2.183 0.005
S -4.036 -1.869 -0.532 -0.016
N -2.687 -1.391 -2.891 0.003
N -2.091 -0.344 -2.172 -0.029
C -1.391 0.439 -2.923 0.086
C -0.646 1.618 -2.486 -0.007
C -0.056 2.425 -3.469 0.016
C 0.663 3.554 -3.139 -0.011
C 0.804 3.899 -1.789 0.020
C 0.247 3.112 -0.803 -0.010
C -0.468 1.959 -1.137 0.020
O -0.942 1.175 -0.183 0.030
H -4.920 -3.553 -2.489 0.000
H -3.913 -3.200 -3.842 0.000
H -1.378 0.198 -3.983 0.002
H -0.178 2.142 -4.509 0.000
H 1.107 4.167 -3.912 0.000
H 1.356 4.790 -1.515 0.002
H 0.365 3.347 0.247 0.001
C 6.302 2.128 -0.569 0.000
C 5.632 0.816 -0.318 0.000
C 6.273 -0.346 -0.029 0.000
C 5.470 -1.497 0.179 0.000
N 4.163 -1.498 0.111 0.000
C 3.497 -0.330 -0.174 0.000
S 1.854 -0.159 -0.281 0.006
N 4.287 0.790 -0.381 0.000
C 6.118 -2.813 0.503 0.000
H 7.383 2.015 -0.546 0.000
H 6.009 2.855 0.190 0.000
H 6.011 2.525 -1.543 0.000
H 7.349 -0.384 0.034 0.000
H 3.761 1.628 -0.596 0.000
H 7.205 -2.751 0.483 0.000
H 5.784 -3.565 -0.211 0.000
H 5.796 -3.138 1.492 0.000



2.
153
Properties=species:S:1:pos:R:3:lowdin_charge:R:1 method="wB97M-V/def2-TZVPD" total_charge=0 homo_energy_ev=-9.33 homo_lumo_gap_ev=9.700 total_energy_ha=-4476.0412
C 0.964 4.617 -1.062 -0.919
Cl 0.424 3.734 0.428 0.603
Cl -0.370 4.946 -2.148 0.620
H 1.410 5.566 -0.762 0.037
H 1.729 4.003 -1.537 0.008
C -0.348 0.475 -0.284 -0.992
Cl -1.054 -0.636 -1.460 0.620
Cl 1.035 -0.340 0.459 0.592
H 0.024 1.382 -0.760 -0.024
H -1.074 0.721 0.491 0.018
C -0.026 2.712 -5.304 -0.188
C -1.168 2.032 -4.658 -0.211
C -2.167 1.863 -5.742 -0.233
O -1.861 2.952 -6.569 -0.128
C -0.720 3.719 -6.123 -0.175
H 0.505 2.031 -5.970 0.130
H 0.509 3.095 -4.435 0.099
H -1.688 2.644 -3.922 0.101
H -0.975 1.037 -4.256 0.092
H -3.172 1.814 -5.323 0.109
H -2.048 0.953 -6.331 0.118
H -1.106 4.555 -5.539 0.115
H -0.202 4.108 -7.000 0.127
C -4.898 -0.297 -3.831 -0.163
C -4.098 -1.498 -4.251 -0.162
C -4.049 -2.375 -3.001 -0.205
O -4.784 -1.656 -2.015 -0.181
C -5.736 -0.800 -2.632 -0.171
H -5.473 0.089 -4.673 0.114
H -4.248 0.485 -3.441 0.096
H -3.058 -1.174 -4.256 0.086
H -4.452 -1.966 -5.170 0.121
H -3.053 -2.666 -2.665 0.087
H -4.583 -3.306 -3.191 0.115
H -6.039 -0.070 -1.881 0.111
H -6.606 -1.404 -2.890 0.118
C -0.232 -2.791 -4.389 -0.182
C 0.649 -3.643 -3.551 -0.177
C 2.026 -3.308 -4.161 -0.146
O 1.818 -2.024 -4.792 -0.151
C 0.562 -1.506 -4.440 -0.249
H -1.241 -2.682 -3.990 0.088
H -0.249 -3.182 -5.406 0.131
H 0.375 -4.675 -3.772 0.112
H 0.500 -3.523 -2.478 0.099
H 2.228 -4.003 -4.976 0.120
H 2.829 -3.232 -3.429 0.110
H 0.139 -0.826 -5.179 0.115
H 0.638 -0.918 -3.526 0.056
C -1.666 2.898 3.308 -0.159
C -0.823 1.660 3.589 -0.172
C -0.430 1.834 5.033 -0.211
O -0.202 3.224 5.130 -0.139
C -1.122 3.932 4.286 -0.173
H -2.700 2.737 3.612 0.117
H -1.575 3.186 2.261 0.059
H 0.096 1.545 3.013 0.083
H -1.410 0.745 3.510 0.106
H 0.479 1.249 5.171 0.102
H -1.141 1.394 5.733 0.126
H -0.642 4.768 3.778 0.114
H -1.932 4.308 4.910 0.115
C 2.814 0.664 -2.559 -0.157
C 3.674 1.619 -1.637 -0.129
C 4.231 2.659 -2.621 -0.231
O 3.466 2.473 -3.764 -0.162
C 3.227 1.046 -3.956 -0.160
H 1.762 0.923 -2.438 0.085
H 3.017 -0.383 -2.332 0.095
H 4.482 1.155 -1.071 0.093
H 3.081 2.215 -0.943 0.074
H 5.259 2.535 -2.963 0.118
H 4.087 3.706 -2.353 0.115
H 4.104 0.484 -4.276 0.126
H 2.420 0.936 -4.680 0.106
C -4.747 -2.184 1.664 -0.151
C -3.442 -2.743 1.130 -0.150
C -2.413 -1.704 1.594 -0.231
O -3.106 -0.484 1.636 -0.151
C -4.493 -0.722 1.367 -0.213
H -4.821 -2.300 2.746 0.119
H -5.628 -2.526 1.120 0.119
H -3.438 -2.827 0.043 0.100
H -3.144 -3.697 1.564 0.113
H -1.500 -1.713 0.999 0.052
H -2.077 -1.927 2.607 0.120
H -4.800 -0.654 0.324 0.097
H -5.095 -0.025 1.951 0.121
C -3.986 2.404 -0.689 -0.161
C -3.181 3.570 -1.144 -0.225
C -3.546 4.688 -0.181 -0.198
O -3.762 3.989 1.014 -0.139
C -4.445 2.793 0.753 -0.178
H -3.422 1.476 -0.595 0.089
H -4.812 2.245 -1.382 0.103
H -3.294 3.791 -2.206 0.105
H -2.147 3.232 -1.072 0.046
H -4.430 5.285 -0.404 0.123
H -2.703 5.378 -0.208 0.101
H -5.534 2.826 0.767 0.119
H -4.054 2.064 1.463 0.094
C 4.737 -1.694 0.138 -0.151
C 4.606 -1.145 1.546 -0.162
C 4.171 -2.378 2.367 -0.185
O 3.866 -3.420 1.448 -0.142
C 3.677 -2.814 0.155 -0.209
H 5.707 -2.151 -0.058 0.118
H 4.525 -1.005 -0.679 0.080
H 3.872 -0.340 1.557 0.076
H 5.548 -0.719 1.893 0.110
H 3.314 -2.105 2.982 0.094
H 4.938 -2.624 3.101 0.119
H 2.681 -2.456 -0.105 0.068
H 3.902 -3.629 -0.534 0.118
C 1.654 -1.209 6.971 -0.165
C 1.972 -1.395 5.493 -0.189
C 0.681 -1.811 4.843 -0.186
O -0.300 -1.874 5.900 -0.141
C 0.325 -1.966 7.176 -0.191
H 1.597 -0.141 7.180 0.104
H 2.372 -1.621 7.680 0.108
H 2.751 -2.149 5.382 0.105
H 2.355 -0.407 5.239 0.096
H 0.761 -2.765 4.321 0.117
H 0.456 -1.008 4.141 0.098
H 0.423 -3.003 7.496 0.115
H -0.216 -1.416 7.946 0.115
C 0.672 -6.661 0.570 -0.216
C 1.415 -5.422 0.239 -0.183
C 0.634 -4.356 1.008 -0.210
O -0.149 -5.051 1.967 -0.129
C 0.185 -6.489 1.925 -0.174
H 1.382 -7.480 0.452 0.124
H -0.099 -6.736 -0.198 0.124
H 1.663 -5.289 -0.814 0.110
H 2.381 -5.429 0.744 0.104
H 0.029 -3.743 0.340 0.104
H 1.392 -3.759 1.513 0.093
H -0.650 -7.117 2.234 0.122
H 0.939 -6.745 2.669 0.120
C 2.927 2.523 2.797 -0.179
C 4.128 2.964 1.986 -0.201
C 4.956 3.708 2.952 -0.230
O 4.020 4.320 3.792 -0.125
C 2.701 3.825 3.581 -0.182
H 3.125 1.655 3.426 0.110
H 2.051 2.316 2.182 0.044
H 3.717 3.613 1.212 0.110
H 4.694 2.116 1.601 0.105
H 5.479 4.522 2.450 0.126
H 5.590 3.003 3.490 0.124
H 2.129 4.518 2.964 0.102
H 2.187 3.665 4.528 0.113



3.
53
Properties=species:S:1:pos:R:3:mulliken_spin:R:1 method="wB97M-V/def2-TZVPD" multiplicity=4 s_squared=3.80 total_charge=+3 homo_energy_ev="-17.05 / -17.05" relative_energy_kcal_mol=0.0 homo_lumo_gap_ev="5.200 / 4.681" total_energy_ha=-3330.7812
Re -1.220 0.384 -0.207 2.828
C 1.477 1.330 -3.383 0.003
C 0.501 1.372 -2.279 0.093
N 0.195 0.298 -1.582 -0.150
N 0.749 -0.922 -1.864 0.039
C 0.139 -1.867 -1.197 -0.007
O -0.873 -1.493 -0.353 0.145
C 0.447 -3.264 -1.315 -0.018
C -0.326 -4.221 -0.638 0.007
C -0.025 -5.560 -0.775 -0.001
C 1.044 -5.950 -1.580 -0.006
C 1.814 -5.006 -2.253 0.004
C 1.520 -3.664 -2.129 -0.008
C -0.232 2.580 -1.862 0.038
C -0.050 3.820 -2.434 0.013
C -0.832 4.893 -1.997 0.025
C -1.775 4.686 -1.009 0.002
C -1.908 3.416 -0.463 -0.026
N -1.154 2.384 -0.865 -0.025
H 1.462 0.351 -3.859 0.006
H 2.484 1.467 -2.969 0.014
H 1.298 2.112 -4.116 0.001
H -1.165 -3.913 -0.028 -0.005
H -0.618 -6.306 -0.265 0.000
H 1.273 -7.002 -1.689 0.000
H 2.639 -5.325 -2.876 0.000
H 2.108 -2.924 -2.655 -0.001
H 0.683 3.963 -3.216 0.002
H -0.702 5.872 -2.438 0.000
H -2.410 5.487 -0.657 0.002
H -2.640 3.215 0.309 -0.001
C 1.178 3.024 2.156 0.004
C -0.027 2.297 2.742 0.001
As -0.191 0.479 2.087 -0.006
C -1.852 -0.313 2.727 -0.011
C -3.021 0.241 1.912 0.047
C 1.412 -0.536 2.502 0.004
C 1.292 -2.042 2.338 -0.006
H 1.213 4.037 2.555 0.001
H 1.124 3.097 1.067 -0.002
H 2.116 2.540 2.424 0.000
H -0.968 2.811 2.540 0.001
H 0.052 2.187 3.828 0.000
H -1.982 -0.068 3.783 0.003
H -1.773 -1.396 2.632 0.001
H -3.168 1.315 2.030 0.001
H -3.955 -0.265 2.164 0.001
H -3.024 0.027 0.794 -0.011
H 1.598 -0.249 3.543 -0.003
H 2.210 -0.101 1.897 0.000
H 0.482 -2.461 2.935 0.000
H 2.219 -2.495 2.690 0.000
H 1.160 -2.339 1.299 0.000